Entry 1:
Molecular formula: C33H84N4O11
Method: DFT, wB97M-V/def2-TZVPD

Its SMILES is COCCNCCOC.COCCNCCOC.COCCNCCOC.COCCNCCOC.CC(C)O.CC(C)O.CC(C)O. The calculation puts the energy above the lowest of the compared OMol25 structures with the same formula, charge and spin at 531.3 kJ/mol. As for the total energy: -64054.557 eV. As for the net charge: 0. The calculation puts the LUMO energy at 0.4 eV. The HOMO-LUMO gap comes out at 8.7 eV. For the HOMO energy, the calculation gives -8.25 eV.

Positions of all 132 atoms, in Å:
C (1.504041, 9.079529, 3.874565)
O (2.250234, 7.896169, 3.822790)
C (1.508598, 6.663132, 3.885659)
C (1.290119, 6.351773, 5.467883)
N (2.631970, 6.145820, 5.908265)
C (2.879295, 6.318357, 7.337102)
C (4.262808, 5.826332, 7.774840)
O (5.399704, 6.465722, 7.055246)
C (6.567181, 5.642702, 7.253721)
H (0.997972, 9.298524, 4.814783)
H (0.844263, 9.087624, 3.006961)
H (2.153749, 9.891695, 3.548415)
H (2.026552, 5.802211, 3.463020)
H (0.515521, 6.751358, 3.445091)
H (0.658744, 5.470281, 5.579293)
H (0.803581, 7.214653, 5.922645)
H (3.343109, 6.534150, 5.305289)
H (2.144567, 5.743781, 7.901131)
H (2.734582, 7.371465, 7.578158)
H (4.201778, 4.738091, 7.785571)
H (4.405342, 6.092825, 8.822106)
H (7.283677, 6.300310, 6.761514)
H (6.662934, 4.644041, 6.827551)
H (6.850744, 5.622323, 8.305994)
C (7.318671, -1.155072, -1.425155)
O (8.561024, -1.938987, -1.231799)
C (9.597345, -1.833406, -2.237836)
C (10.890812, -2.480019, -1.704195)
N (10.605455, -3.899804, -1.527887)
C (11.811619, -4.639956, -1.246512)
C (12.072904, -4.755406, 0.322630)
O (10.975523, -5.433951, 1.007573)
C (10.779005, -6.859048, 0.733971)
H (7.651462, -0.133879, -1.239365)
H (6.544431, -1.408654, -0.701035)
H (6.997272, -1.311214, -2.454917)
H (9.731206, -0.789276, -2.520649)
H (9.251729, -2.294507, -3.163050)
H (11.372073, -2.096880, -0.804371)
H (11.755805, -2.261034, -2.330248)
H (9.996140, -3.992493, -0.727736)
H (12.741032, -4.248733, -1.660331)
H (11.712339, -5.651406, -1.640475)
H (12.350399, -3.788764, 0.742991)
H (12.919843, -5.409166, 0.530939)
H (10.495960, -6.894312, -0.318040)
H (9.904668, -7.043137, 1.358266)
H (11.639918, -7.487210, 0.962749)
C (-7.983408, -2.514603, 6.276286)
O (-7.655807, -1.800687, 5.058709)
C (-6.541317, -0.826202, 5.136865)
C (-6.810948, 0.186026, 4.066588)
N (-8.250260, 0.646236, 4.275325)
C (-8.985488, 1.259065, 3.163896)
C (-8.869825, 0.450488, 1.874119)
O (-9.896671, -0.499461, 1.803295)
C (-9.676098, -1.522395, 0.822526)
H (-8.367446, -1.917167, 7.103143)
H (-7.186792, -3.059544, 6.782782)
H (-8.736040, -3.280970, 6.091007)
H (-5.584699, -1.329504, 4.996555)
H (-6.670428, -0.266860, 6.063454)
H (-6.793706, -0.380669, 3.135650)
H (-6.105084, 1.011745, 3.976865)
H (-8.682176, -0.230009, 4.531732)
H (-8.372978, 2.095101, 2.826288)
H (-10.018901, 1.482217, 3.429148)
H (-7.923464, -0.054523, 1.680557)
H (-8.941360, 1.088943, 0.993580)
H (-8.967659, -2.338368, 0.965328)
H (-9.498718, -1.160142, -0.190091)
H (-10.650090, -2.004156, 0.736882)
C (-3.299803, 6.427955, -9.527204)
O (-3.613961, 5.518519, -10.558807)
C (-2.743213, 5.625024, -11.738654)
C (-2.301119, 4.249007, -12.345593)
N (-1.501943, 3.529439, -11.328052)
C (-1.274049, 2.183614, -11.761288)
C (-2.441790, 1.108326, -11.609378)
O (-2.951101, 1.303981, -10.352529)
C (-2.139738, 1.139240, -9.229907)
H (-3.340243, 7.497980, -9.730983)
H (-2.246979, 6.201231, -9.359142)
H (-3.983522, 6.244335, -8.698410)
H (-1.967014, 6.336025, -11.455665)
H (-3.229007, 6.311644, -12.431945)
H (-1.700192, 4.437238, -13.235295)
H (-3.081264, 3.559600, -12.668367)
H (-2.087833, 3.443891, -10.509817)
H (-0.456546, 1.799432, -11.151216)
H (-0.900701, 2.140045, -12.784432)
H (-2.166761, 0.069052, -11.789281)
H (-3.281608, 1.333756, -12.266643)
H (-1.849866, 2.139884, -8.909315)
H (-1.210557, 0.587581, -9.372695)
H (-2.628822, 0.744398, -8.339400)
C (2.616471, -1.999554, 5.638356)
C (2.844808, -3.367118, 4.996778)
C (3.048330, -4.409430, 6.149439)
O (1.843524, -3.681889, 4.028116)
H (3.562198, -1.629293, 6.034109)
H (1.855754, -2.053162, 6.417161)
H (2.303796, -1.253009, 4.908298)
H (3.721599, -3.318054, 4.351082)
H (3.068309, -5.407616, 5.712034)
H (2.155981, -4.444482, 6.774405)
H (3.806903, -4.292036, 6.923308)
H (2.120089, -4.507537, 3.623882)
C (-5.761690, -8.385932, -0.279538)
C (-6.297259, -8.945317, 0.978494)
C (-6.876698, -7.892586, 1.849596)
O (-7.396577, -9.851651, 0.834786)
H (-6.646968, -8.184790, -0.882795)
H (-5.207864, -9.181920, -0.777314)
H (-5.318089, -7.394464, -0.188414)
H (-5.527971, -9.572658, 1.428763)
H (-7.711801, -7.335526, 1.424886)
H (-6.088463, -7.160251, 2.024169)
H (-7.172684, -8.370343, 2.783535)
H (-7.743551, -9.658217, -0.039160)
C (-3.004259, 0.965012, -2.105499)
C (-2.039469, 0.103396, -1.202269)
C (-1.285879, -1.078881, -1.900220)
O (-1.030050, 0.878210, -0.629175)
H (-3.942332, 0.457223, -2.329710)
H (-2.459935, 1.296134, -2.989915)
H (-3.154063, 1.829484, -1.458714)
H (-2.445786, -0.327941, -0.287417)
H (-0.950738, -0.887898, -2.919691)
H (-2.050142, -1.855677, -1.924538)
H (-0.451266, -1.411680, -1.283151)
H (-0.414937, 0.217141, -0.303257)

Cartesian forces (eV/Å) of the 6 atoms listed first:
C 0.0 0.2 -1.5
O 0.4 -1.4 -0.3
C -1.3 0.7 2.8
C 1.0 0.4 -2.8
N 0.5 -1.4 1.3
C 0.7 0.5 -1.1

***

Entry 2:
Molecular formula: C9H10BCrF6N6Sb
Method: DFT, wB97M-V/def2-TZVPD

As for the total energy: -70374.894 eV. As for the expectation value of S²: 8.768. As for the net charge: +1. The calculation puts the LUMO energy (spin up / spin down) at -3.3 / -8.0 eV. The HOMO-LUMO gap (spin up / spin down) comes out at 9.2 / 5.1 eV. Its spin multiplicity is 6. For the HOMO energy (spin up / spin down), the calculation gives -12.45 / -13.09 eV.

Positions of all 34 atoms, in Å:
Cr (0.922006, -0.383642, 0.874599)
C (-0.600222, 3.303095, -1.281470)
C (0.411079, 2.727743, -0.413558)
N (0.334516, 1.443175, -0.455258)
N (-0.712395, 1.099257, -1.348711)
C (-1.265139, 2.164789, -1.832790)
B (-1.081564, -0.448421, -1.556047)
N (-1.753128, -0.892983, -0.262483)
C (-3.055066, -1.126178, -0.018109)
C (-3.194575, -1.478079, 1.305469)
C (-1.900063, -1.409545, 1.826422)
N (-1.033650, -1.075266, 0.877137)
N (0.213526, -1.201418, -1.835619)
C (0.552752, -1.869913, -2.954443)
C (1.780145, -2.464726, -2.762013)
C (2.142815, -2.110800, -1.461095)
N (1.197895, -1.358292, -0.907525)
H (-0.813580, 4.344707, -1.460624)
H (1.135999, 3.221287, 0.218703)
H (-2.083864, 2.115024, -2.533628)
H (-1.833684, -0.503539, -2.479199)
H (-3.785433, -1.053754, -0.806825)
H (-4.096323, -1.753206, 1.822011)
H (-1.559295, -1.603442, 2.830741)
H (-0.107974, -1.877439, -3.804801)
H (2.331818, -3.072126, -3.456324)
H (3.030789, -2.364776, -0.904547)
F (2.685783, -0.150243, 1.984198)
Sb (2.190062, 1.155008, 3.391377)
F (3.920017, 1.243179, 4.039699)
F (1.685655, -0.309186, 4.431760)
F (1.376348, 2.410702, 4.489416)
F (0.481748, 0.850839, 2.418795)
F (2.483002, 2.428168, 2.024741)

Cartesian forces (eV/Å) of the 6 atoms listed first:
Cr -0.1 -0.3 0.4
C 0.2 0.0 0.1
C -0.1 0.0 -0.1
N 0.0 0.0 0.1
N 0.1 0.1 -0.1
C -0.1 -0.1 -0.1

***

Entry 3:
Molecular formula: C5H28O11
Method: DFT, wB97M-V/def2-TZVPD

Its SMILES is C=C/C(O)=C/C.O.O.O.O.O.O.O.O.O.O. The calculation puts the energy above the lowest of the compared OMol25 structures with the same formula, charge and spin at 117.5 kJ/mol. As for the total energy: -28159.974 eV. As for the net charge: 0. The calculation puts the LUMO energy at 0.2 eV. The HOMO-LUMO gap comes out at 8.5 eV. For the HOMO energy, the calculation gives -8.29 eV.

Positions of all 44 atoms, in Å:
C (-2.252717, 0.983414, 1.769851)
C (-1.590178, 0.253313, 0.871728)
C (-0.188540, 0.531067, 0.538105)
O (0.284916, 1.798860, 0.535162)
C (0.674950, -0.476744, 0.337381)
C (2.140729, -0.477134, 0.506204)
H (-1.832198, 1.902464, 2.180255)
H (-3.289743, 0.885067, 2.068513)
H (-1.921832, -0.759184, 0.678795)
H (-0.248904, 2.485947, 0.943921)
H (0.147100, -1.423260, 0.331342)
H (2.477697, 0.559461, 0.589963)
H (2.521233, -0.972266, 1.406376)
H (2.661678, -0.886500, -0.359150)
O (2.601397, 1.994163, -1.750129)
H (3.022955, 2.820273, -1.526301)
H (1.709805, 2.039412, -1.405978)
O (1.096651, -3.175086, 1.918128)
H (1.481681, -2.456827, 2.436266)
H (1.840292, -3.388633, 1.340871)
O (-2.181227, -1.908241, -1.338269)
H (-3.050166, -1.693687, -1.008376)
H (-2.142389, -2.808889, -1.653842)
O (-0.315236, -1.296957, 3.320689)
H (-0.949797, -0.584536, 3.309726)
H (-0.884205, -2.072554, 3.254253)
O (-1.622193, -3.373889, 0.794561)
H (-1.125488, -4.084410, 0.379531)
H (-0.890679, -3.092873, 1.371472)
O (1.533781, -2.242237, -2.068619)
H (1.330329, -2.509181, -1.169566)
H (1.030431, -1.427407, -2.156103)
O (2.202008, 3.673276, 0.365089)
H (1.366226, 3.757241, 0.829727)
H (2.457435, 2.845710, 0.748102)
O (-1.788235, 3.447524, -0.230093)
H (-2.086394, 2.918223, -0.979995)
H (-2.527318, 3.420882, 0.385887)
O (0.560837, 0.263386, -3.414464)
H (0.832678, -0.545290, -3.823387)
H (1.086862, 0.782713, -2.835304)
O (-1.651540, 1.516231, -2.200239)
H (-1.048884, 2.097325, -2.651207)
H (-1.473791, 0.679852, -2.640880)

Cartesian forces (eV/Å) of the 6 atoms listed first:
C -0.3 1.2 -0.2
C 0.3 -0.3 1.2
C 0.4 -0.3 -0.2
O 1.0 0.2 0.3
C -1.4 -0.6 0.8
C 0.8 1.1 -0.4

***

Entry 4:
Molecular formula: H3PS
Method: DFT, wB97M-V/def2-TZVPD

Its SMILES is PS. The calculation puts the energy above the lowest of the compared OMol25 structures with the same formula, charge and spin at 66.2 kJ/mol. As for the total energy: -20171.680 eV. As for the net charge: 0. The calculation puts the LUMO energy at 0.3 eV. The HOMO-LUMO gap comes out at 9.2 eV. For the HOMO energy, the calculation gives -8.96 eV.

Positions of all 5 atoms, in Å:
P (-0.661723, -0.509882, 0.040135)
S (1.600390, -0.113755, -0.016938)
H (-0.785818, 0.912939, -0.561869)
H (-0.823708, -0.275150, 1.378429)
H (1.556717, 0.154075, -1.256640)

Force components x, y, z for each atom (eV/Å):
P 1.7 1.6 -2.6
S -1.2 -1.0 2.5
H -0.4 -1.8 1.3
H 0.0 0.8 1.0
H -0.1 0.4 -2.2